Entry from the OMol25 dataset: a cluster of 10 separate species, C23H11BBrCl36NO6 in total at a distorted geometry (the ωB97M-V functional and the def2-TZVPD basis).

The geometry in ORCA input format:
```
! wB97M-V def2-TZVPD RIJCOSX def2/J DEFGRID3
* xyz 0 1
C 8.19312 -0.87429 0.23400
C 6.83374 -0.76916 -0.43736
O 6.63344 -1.25690 -1.51386
N 5.83945 -0.03395 0.35567
C 5.49917 1.24758 -0.23955
C 4.69716 2.16915 0.67790
O 5.78048 1.57209 -1.36191
C 4.59321 -0.76727 0.51151
C 4.38046 -1.37158 1.66780
C 3.07428 -2.09860 1.86851
O 2.98953 -3.13218 2.48385
C 1.88950 -1.42301 1.19813
C 0.62754 -1.37918 1.73418
Br 0.23033 -2.16254 3.42588
C -0.37871 -0.73563 1.05970
C -0.17765 -0.15889 -0.16313
B -1.33048 0.56648 -0.95079
O -1.11473 1.17358 -2.17749
O -2.62682 0.60917 -0.46013
C 1.09766 -0.20261 -0.70797
C 2.11036 -0.80536 -0.02652
C 3.52079 -0.83331 -0.57345
O 3.76893 -0.87174 -1.75421
H 8.95670 -1.16558 -0.48237
H 8.44784 0.11840 0.62753
H 8.16107 -1.54674 1.09474
H 5.04650 3.19197 0.53248
H 3.62200 2.04978 0.51332
H 4.86795 1.85943 1.71398
H 5.08898 -1.33782 2.48760
H -1.35300 -0.69792 1.53531
H -0.32170 1.71660 -2.09991
H -2.80485 1.47620 -0.07689
H 1.33107 0.23507 -1.67339
Cl -4.14531 1.18459 -3.59502
C -3.27732 1.33194 -5.13075
Cl -4.41965 1.14361 -6.46790
Cl -2.52489 2.93142 -5.20991
Cl -2.02907 0.08782 -5.23828
Cl -1.22191 -4.09407 5.75622
C -2.83455 -4.47937 5.13834
Cl -2.80333 -4.48996 3.37162
Cl -3.33025 -6.06956 5.72903
Cl -3.97215 -3.24729 5.69116
Cl -2.35013 6.41249 0.41993
C -2.39938 4.72016 -0.07881
Cl -2.85746 3.70920 1.30493
Cl -3.58181 4.51605 -1.37264
Cl -0.79494 4.23275 -0.65126
Cl -6.93587 6.01985 -5.90304
C -6.20831 5.94970 -4.29433
Cl -5.04692 4.61823 -4.23165
Cl -5.37446 7.47195 -3.95550
Cl -7.47236 5.68836 -3.08491
Cl 7.14649 4.90635 -0.90369
C 7.82310 4.90011 0.72676
Cl 8.89944 3.50856 0.91346
Cl 8.73116 6.39071 0.99980
Cl 6.50846 4.78456 1.90700
Cl -1.68384 -2.66278 -2.84752
C -2.09365 -3.95869 -3.97706
Cl -1.33132 -3.63816 -5.54054
Cl -1.50865 -5.50067 -3.34231
Cl -3.84841 -4.02858 -4.18032
Cl -5.14997 2.26363 4.13774
C -4.38608 1.15691 5.28591
Cl -3.98516 2.03033 6.76921
Cl -5.49826 -0.16531 5.66195
Cl -2.90834 0.49374 4.57283
Cl -8.77152 1.65785 4.99474
C -9.18591 0.31597 3.92097
Cl -8.28564 0.47061 2.40759
Cl -8.76599 -1.21472 4.70043
Cl -10.92045 0.34722 3.58290
Cl 0.71869 -9.88180 -4.74929
C 1.12569 -8.81144 -3.40284
Cl -0.34091 -8.43514 -2.48698
Cl 2.29058 -9.61277 -2.34269
Cl 1.82722 -7.31556 -4.02852
*
```

Results
Max |F| in eV Å⁻¹: 1.5
LUMO in eV: -1.290
SMILES: CC(=O)N(C(C)=O)C1=CC(=O)c2c(Br)cc(B(O)O)cc2C1=O.ClC(Cl)(Cl)Cl.ClC(Cl)(Cl)Cl.ClC(Cl)(Cl)Cl.ClC(Cl)(Cl)Cl.ClC(Cl)(Cl)Cl.ClC(Cl)(Cl)Cl.ClC(Cl)(Cl)Cl.ClC(Cl)(Cl)Cl.ClC(Cl)(Cl)Cl


Entry from the OMol25 dataset: an isolated molecule of C4H7NO2 (the ωB97M-V functional and the def2-TZVPD basis).

The geometry in ORCA input format:
```
! wB97M-V def2-TZVPD RIJCOSX def2/J DEFGRID3
* xyz 0 1
O 0.68736 1.75094 -0.78083
C 1.24267 -0.22785 -0.75112
C 0.11995 -0.48439 0.02798
C -0.83663 -1.52318 0.40221
N 0.08356 -0.92488 1.38896
C -0.58228 1.09218 -0.27072
O -1.05163 1.54900 0.77721
H 1.04294 2.18125 0.01549
H 1.21530 -0.30825 -1.83429
H 2.21657 -0.05587 -0.29955
H -0.64363 -2.56527 0.15821
H -1.88682 -1.23306 0.44179
H -0.42165 -0.20129 1.91109
H -1.18571 0.95067 -1.18641
*
```

Results
ΔE to the lowest compared entry with this formula, charge and spin in kJ/mol: 514.9
Max |F| in eV Å⁻¹: 0.3
LUMO in eV: -0.678